{
  "formula": "C16H24F5N2O3PV",
  "method": "ωB97M-V/def2-TZVPD",
  "symbols": ["V", "C", "O", "P", "O", "C", "O", "C", "H", "H", "H", "H", "H", "H", "H", "H", "H", "C", "C", "N", "C", "C", "N", "C", "C", "H", "H", "H", "H", "H", "H", "H", "H", "H", "H", "H", "H", "H", "C", "H", "H", "F", "C", "C", "C", "F", "C", "F", "C", "F", "C", "F"],
  "positions_angstrom": [[0.61138, 0.71315, 0.39631], [4.41535, -0.11524, -2.75691], [3.01426, -0.34167, -2.71242], [2.14808, -0.06956, -1.36371], [2.04493, -1.58666, -0.71549], [2.08237, -2.74320, -1.54772], [0.67696, -0.11101, -2.09967], [0.39230, 0.65127, -3.26654], [4.73416, -0.34652, -3.77286], [4.94146, -0.76245, -2.05415], [4.64601, 0.92540, -2.53340], [2.47270, -3.57276, -0.95842], [2.73597, -2.58261, -2.40354], [1.08306, -2.98289, -1.91864], [-0.56064, 0.28350, -3.64845], [1.16718, 0.50700, -4.01910], [0.30296, 1.71381, -3.03175], [-2.10542, -1.24468, 3.23707], [-1.28076, -0.12178, 2.56831], [-0.54368, -0.65220, 1.42700], [-1.44733, -1.12217, 0.38860], [-2.49596, -2.07584, 0.99252], [-2.04362, -2.43713, 2.35675], [-0.65253, -2.94400, 2.31361], [0.26336, -1.77613, 1.88567], [-3.14804, -0.94602, 3.36901], [-1.69795, -1.51355, 4.21473], [-0.55493, 0.30844, 3.26413], [-1.92051, 0.69008, 2.23325], [-0.85194, -1.62001, -0.38079], [-1.94905, -0.26775, -0.06766], [-2.61162, -2.98253, 0.39734], [-3.46727, -1.58627, 1.06873], [-2.66197, -3.15884, 2.73469], [-0.60778, -3.77086, 1.60392], [-0.38433, -3.33020, 3.29828], [0.92018, -2.09032, 1.07322], [0.88986, -1.43793, 2.71378], [1.37483, 1.42816, 1.88917], [1.33677, 2.45232, 2.26461], [2.08038, 0.82908, 2.48842], [-2.73687, 1.69690, 0.63858], [-1.89714, 2.56761, -0.01365], [-0.55352, 2.22188, -0.09890], [0.20210, 3.14876, -0.81660], [1.53271, 2.83669, -0.96670], [-0.29993, 4.29111, -1.41597], [0.48002, 5.10541, -2.13869], [-1.65971, 4.58516, -1.27914], [-2.17738, 5.67297, -1.85679], [-2.46627, 3.70746, -0.56336], [-3.77321, 3.95663, -0.41667]],
  "spin_multiplicity": 3,
  "orbital_gap_ev": [6.33, 6.76],
  "charge": 1,
  "s2": 2.30,
  "relative_energy_kj_mol": 101.7
}